1) ORCA calculation (ωB97M-V/def2-TZVPD) on a single C6H4ClN molecule.

Structure (ORCA input):
```
! RIJCOSX wB97M-V def2-TZVPD def2/J DEFGRID3
* xyz 0 1
C -0.363 0.695 0.807
C -1.559 0.103 0.725
C 0.818 0.806 0.033
C 1.682 -0.006 -0.762
C -2.013 -0.714 -0.343
C 1.574 -1.334 -1.078
N -2.242 -1.241 -1.329
Cl 1.174 -2.388 0.117
H -0.037 1.315 1.719
H -2.289 0.331 1.476
H 0.803 1.879 -0.060
H 2.452 0.555 -1.306
*
```

The HOMO-LUMO gap (spin up / spin down) comes out at 7.306 / 7.045 eV.

Results of the Löwdin charge analysis, in e, for atoms 1 through 4:
1. C -0.1390
2. C -0.1042
3. C -0.0853
4. C -0.2437

=====

2) ORCA calculation (ωB97M-V/def2-TZVPD) on a single C6H4ClN molecule.

Structure (ORCA input):
```
! RIJCOSX wB97M-V def2-TZVPD def2/J DEFGRID3
* xyz 0 1
C -1.151 0.016 -0.021
C -0.345 1.148 -0.009
C -0.360 -1.140 -0.026
C 0.999 0.747 -0.006
C 2.807 2.556 -0.007
C 0.940 -0.689 -0.023
N 2.081 1.609 -0.007
Cl 2.531 -1.485 0.001
H -2.226 0.007 -0.025
H -0.667 2.172 0.004
H -0.688 -2.163 -0.027
H 3.116 -0.311 0.056
*
```

The HOMO-LUMO gap comes out at 7.581 eV.

Results of the Löwdin charge analysis, in e, for atoms 1 through 4:
1. C -0.1401
2. C -0.0783
3. C -0.1423
4. C -0.3669

=====

Sorted by energy, starting with the most stable: 2), 1).

=====

1) ORCA calculation (ωB97M-V/def2-TZVPD) on a single C4H6IN molecule.

Structure (ORCA input):
```
! RIJCOSX wB97M-V def2-TZVPD def2/J DEFGRID3
* xyz 0 1
C 1.039 -0.016 1.947
C 0.472 -0.536 0.807
C -1.362 0.181 -0.853
C 0.034 0.257 -0.349
N -0.327 -0.482 -1.588
I 0.289 0.269 -3.401
H 1.268 -0.673 2.857
H 1.552 1.016 2.008
H 0.317 -1.587 0.881
H -2.009 -0.654 -0.491
H -1.754 1.051 -1.161
H 0.482 1.173 -0.657
*
```

As for the structure (SMILES): C=C[C@@H]1CN1I. The HOMO-LUMO gap comes out at 8.892 eV.

Results of the Löwdin charge analysis, in e, for atoms 1 through 4:
1. C -0.0052
2. C -0.1396
3. C -0.2157
4. C -0.3726

=====

2) ORCA calculation (ωB97M-V/def2-TZVPD) on a 2-piece molecular cluster, C4H6IN overall.

Structure (ORCA input):
```
! RIJCOSX wB97M-V def2-TZVPD def2/J DEFGRID3
* xyz 0 1
C -1.051 1.772 -0.526
C -0.549 0.613 -1.183
C 0.899 -1.064 0.571
C 1.397 0.027 -0.331
N -1.461 0.657 -0.137
I 1.932 1.824 0.673
H -0.926 2.803 -0.224
H -0.616 0.444 -2.257
H 1.583 -1.766 1.014
H 0.331 -1.732 0.048
H 0.270 -0.630 1.447
H 2.021 -0.045 -1.163
*
```

The HOMO-LUMO gap comes out at 8.946 eV.

Results of the Löwdin charge analysis, in e, for atoms 1 through 4:
1. C -0.1836
2. C -0.2049
3. C -0.2446
4. C -0.6404

=====

Sorted by energy, starting with the most stable: 1), 2).

=====

1) ORCA calculation (ωB97M-V/def2-TZVPD) on a single C8H14OS molecule.

Structure (ORCA input):
```
! RIJCOSX wB97M-V def2-TZVPD def2/J DEFGRID3
* xyz 0 1
C 1.053 0.630 0.128
C 0.280 1.887 0.360
C -1.077 1.924 -0.265
C -1.892 0.616 -0.209
C -1.114 -0.468 0.532
C 0.338 -0.686 0.051
C 0.334 -1.074 -1.443
C 0.968 -1.878 0.976
O 3.309 -0.685 -0.107
S 2.725 0.667 0.024
H 0.195 1.796 1.503
H 0.942 2.728 0.207
H -1.545 3.007 -0.019
H -0.988 1.966 -1.417
H -2.785 0.899 0.279
H -2.218 0.206 -1.267
H -0.949 -0.171 1.683
H -1.682 -1.543 0.643
H -0.288 -0.351 -2.013
H -0.138 -2.104 -1.487
H 1.333 -1.037 -1.911
H 1.934 -2.346 0.619
H 0.207 -2.711 1.173
H 1.058 -1.273 1.958
*
```

The HOMO-LUMO gap comes out at 8.815 eV.

Results of the Löwdin charge analysis, in e, for atoms 1 through 4:
1. C -0.4726
2. C -0.2416
3. C -0.2064
4. C -0.2165

=====

2) ORCA calculation (ωB97M-V/def2-TZVPD) on a 2-piece molecular cluster, C8H14OS overall.

Structure (ORCA input):
```
! RIJCOSX wB97M-V def2-TZVPD def2/J DEFGRID3
* xyz 0 1
C 2.693 -0.393 -1.185
C 2.010 -0.651 -0.007
C 0.293 2.059 0.413
C -0.682 0.978 1.015
C 0.127 1.429 -0.984
C -0.664 0.334 -0.326
C -2.914 -1.441 0.010
C 0.805 -1.489 -0.041
O 0.217 -1.976 1.266
S -2.180 -0.172 -1.087
H 3.461 0.346 -1.166
H 2.425 -0.902 -2.010
H 2.450 -0.282 0.921
H -0.232 3.023 0.615
H 1.290 2.247 0.806
H -0.024 0.416 1.699
H -1.630 1.176 1.628
H -0.497 2.110 -1.599
H 1.068 1.245 -1.566
H -3.880 -1.093 0.452
H -2.205 -1.314 0.807
H -2.945 -2.448 -0.510
H 0.382 -1.824 -1.035
H 0.632 -1.377 1.886
*
```

The HOMO-LUMO gap (spin up / spin down) comes out at 7.275 / 7.262 eV.

Results of the Löwdin charge analysis, in e, for atoms 1 through 4:
1. C 0.0030
2. C -0.1895
3. C -0.1625
4. C -0.1987

=====

Sorted by energy, starting with the most stable: 1), 2).

=====

1) ORCA calculation (ωB97M-V/def2-TZVPD) on a 4-piece molecular cluster, CH10N2O3 overall.

Structure (ORCA input):
```
! RIJCOSX wB97M-V def2-TZVPD def2/J DEFGRID3
* xyz 0 1
N -0.737 0.958 -1.709
C -1.654 1.489 -0.884
N -2.019 0.833 0.155
H -0.515 1.316 -2.655
H 0.002 0.436 -1.274
H -2.083 2.427 -1.299
H -2.764 1.204 0.690
H 2.028 0.233 1.816
H 1.256 -1.109 1.299
O 2.169 -0.635 1.411
H -1.110 -0.767 1.170
H -0.484 -0.756 2.595
O -0.384 -1.168 1.716
H 1.955 -0.602 -0.293
H 2.382 -1.611 -1.442
O 1.754 -0.932 -1.201
*
```

As for the structure (SMILES): [H]/N=C/N.O.O.O. The HOMO-LUMO gap comes out at 10.211 eV.

Results of the Löwdin charge analysis, in e, for atoms 1 through 4:
1. N 0.0836
2. C -0.3688
3. N 0.0502
4. H 0.1166

=====

2) ORCA calculation (ωB97M-V/def2-TZVPD) on a 4-piece molecular cluster, CH10N2O3 overall.

Structure (ORCA input):
```
! RIJCOSX wB97M-V def2-TZVPD def2/J DEFGRID3
* xyz 0 1
N 0.204 -1.471 -0.335
C 0.919 -1.964 0.737
N 1.840 -1.466 1.448
H -0.345 -2.186 -0.755
H -0.232 -0.561 -0.223
H 0.571 -2.984 1.001
H 2.697 -1.961 1.623
H 0.405 1.548 -0.309
H 0.814 2.111 -1.720
O 0.116 1.720 -1.206
H 0.788 0.526 1.752
H 0.045 1.673 2.612
O 0.170 1.257 1.751
H -2.634 1.323 -2.911
H -2.065 1.352 -1.538
O -2.776 0.940 -2.048
*
```

As for the structure (SMILES): [H]/N=C/N.O.O.O. The HOMO-LUMO gap comes out at 9.937 eV.

Results of the Löwdin charge analysis, in e, for atoms 1 through 4:
1. N 0.1111
2. C -0.3790
3. N 0.0385
4. H 0.0787

=====

Sorted by energy, starting with the most stable: 1), 2).

=====

1) ORCA calculation (ωB97M-V/def2-TZVPD) on C5H10NP as an isolated structure.

Structure (ORCA input):
```
! RIJCOSX wB97M-V def2-TZVPD def2/J DEFGRID3
* xyz 0 1
C -0.173 1.527 1.471
C 0.761 1.629 0.328
C 0.743 0.416 -0.538
C -0.593 0.079 -1.146
C -1.939 -1.595 -0.257
N -1.541 -0.443 -0.234
P -1.194 1.001 2.514
H 0.475 2.518 -0.269
H 1.769 1.941 0.724
H 1.449 0.653 -1.295
H 1.222 -0.387 -0.007
H -1.032 1.032 -1.397
H -0.395 -0.573 -2.065
H -2.801 -1.784 0.412
H 2.000 -1.764 1.234
H -1.571 -2.446 -0.750
H 2.821 -1.804 1.273
*
```

The HOMO-LUMO gap comes out at 9.451 eV.

Results of the Löwdin charge analysis, in e, for atoms 1 through 4:
1. C -0.6409
2. C -0.3286
3. C -0.2450
4. C -0.2477

=====

2) ORCA calculation (ωB97M-V/def2-TZVPD) on a single C5H10NP molecule.

Structure (ORCA input):
```
! RIJCOSX wB97M-V def2-TZVPD def2/J DEFGRID3
* xyz 0 1
C -1.915 1.450 0.632
C -0.587 1.767 -0.186
C -1.081 -0.967 -0.922
C 1.758 0.160 -0.954
C 0.468 -0.845 1.425
N -2.919 1.419 1.163
P 0.093 0.119 -0.111
H -0.091 2.557 0.268
H -1.674 -0.369 -1.636
H -0.508 -1.768 -1.356
H -1.675 -1.318 -0.069
H 1.999 -0.822 -0.912
H 1.637 0.561 -1.930
H 2.633 0.809 -0.553
H 1.247 -0.090 1.798
H -0.405 -0.854 2.103
H 1.021 -1.808 1.241
*
```

As for the structure (SMILES): CP(C)(C)=CC#N. The HOMO-LUMO gap comes out at 8.666 eV.

Results of the Löwdin charge analysis, in e, for atoms 1 through 4:
1. C -0.4031
2. C -0.2526
3. C -0.2042
4. C -0.1824

=====

Sorted by energy, starting with the most stable: 2), 1).

=====

1) ORCA calculation (ωB97M-V/def2-TZVPD) on a 2-piece molecular cluster, C2H6NP overall.

Structure (ORCA input):
```
! RIJCOSX wB97M-V def2-TZVPD def2/J DEFGRID3
* xyz 0 1
C 0.229 0.712 1.038
C -0.885 -0.505 -0.828
N 0.143 0.170 -0.311
P 1.484 -0.501 0.532
H 0.537 1.715 1.281
H -0.596 0.195 1.578
H -1.130 -1.423 -0.168
H -1.915 0.058 -0.878
H -0.717 -0.975 -1.891
H 2.850 0.555 -0.352
*
```

The HOMO-LUMO gap comes out at 9.165 eV.

Results of the Löwdin charge analysis, in e, for atoms 1 through 4:
1. C -0.4054
2. C -0.2755
3. N -0.5402
4. P 0.8269

=====

2) ORCA calculation (ωB97M-V/def2-TZVPD) on C2H6NP as an isolated structure.

Structure (ORCA input):
```
! RIJCOSX wB97M-V def2-TZVPD def2/J DEFGRID3
* xyz 0 1
C -0.114 1.508 0.250
C -1.221 -1.004 -0.191
N -0.240 0.085 0.142
P 1.149 -0.931 0.190
H 0.863 1.807 0.525
H -0.841 2.252 0.111
H -0.999 -2.015 0.209
H -2.152 -0.792 -0.574
H 1.993 0.034 0.575
H 1.563 -0.944 -1.238
*
```

The HOMO-LUMO gap (spin up / spin down) comes out at 7.899 / 8.250 eV.

Results of the Löwdin charge analysis, in e, for atoms 1 through 4:
1. C -0.0201
2. C -0.1078
3. N -0.4984
4. P 0.7999

=====

Sorted by energy, starting with the most stable: 1), 2).